24
Properties=species:S:1:pos:R:3 method="wB97M-V/def2-TZVPD" total_charge=0 e_above_lowest_kcal_mol=90.4 max_force_ha_per_bohr=0.1021 smiles="NCCCC[C@H](N)C(=O)O" total_energy_ha=-496.9134 homo_lumo_gap_ev=9.9 spin_multiplicity=1 lumo_energy_ha=0.02029 homo_ev=-9.307
H -0.64628 -1.17047 0.57935
H -4.23773 0.68737 0.14957
H 1.88434 -1.03226 1.25681
H -0.61833 0.31628 1.64428
H 1.96175 0.78563 1.18799
H 0.27982 -0.34197 -1.26881
H 4.23568 -1.09244 0.78944
O -4.38678 -0.33748 0.44136
H 5.04619 -0.44532 -0.33800
H -2.67158 2.28997 0.51363
N -2.77001 1.51019 -0.12122
H -1.66498 -0.07691 -1.02474
C 0.44137 0.15596 -0.28787
O -3.11863 -2.06028 -0.23783
C -2.19076 0.23948 -0.20848
N 4.18122 -0.27059 0.20728
H -2.86256 1.95526 -1.01461
H 2.87117 0.28203 -1.33764
C 1.79954 -0.13951 0.59121
C -3.17817 -0.86125 -0.04916
C 2.87318 -0.35966 -0.42137
C -0.75250 -0.10151 0.61599
H 2.95145 -1.26463 -1.02781
H 0.57262 1.33212 -0.63938

---

24
Properties=species:S:1:pos:R:3 method="wB97M-V/def2-TZVPD" total_charge=0 e_above_lowest_kcal_mol=33.7 max_force_ha_per_bohr=0.0896 smiles="CNC(C)=O.CNC(C)=O" total_energy_ha=-497.0039 homo_lumo_gap_ev=10.0 spin_multiplicity=1 lumo_energy_ha=0.01866 homo_ev=-9.506
C -1.32482 0.87082 1.69740
H -0.07203 -2.44315 -1.64592
C 1.43145 -2.17704 -0.22691
C 1.15309 1.23648 1.58897
C -2.42557 0.22937 0.90038
H 1.49942 2.23848 1.23748
H 0.99989 1.15999 2.66845
O -1.56284 1.47752 2.73013
H 1.77627 -3.15413 -0.47898
H 0.12847 0.81512 -3.39016
H -1.07010 0.02587 -2.36603
N -0.12549 0.85763 1.06625
H 1.91828 0.41569 1.50030
C -0.16935 -0.15784 -2.92603
H 2.04727 -1.33950 0.09767
H -3.28597 0.07420 1.53571
C 0.86965 -0.54383 -1.91023
H -2.20079 -0.73041 0.46716
H 0.77204 -2.27992 0.76650
H -0.09939 0.29524 0.21033
O 1.69415 0.26789 -1.54417
H -0.45257 -0.87054 -3.73551
H -2.69202 0.98676 0.15307
N 0.51343 -1.69694 -1.27788

---

24
Properties=species:S:1:pos:R:3 method="wB97M-V/def2-TZVPD" total_charge=0 e_above_lowest_kcal_mol=62.1 max_force_ha_per_bohr=0.1172 smiles="CNC(C)=O.CNC(C)=O" total_energy_ha=-496.9585 homo_lumo_gap_ev=9.7 spin_multiplicity=1 lumo_energy_ha=0.02283 homo_ev=-9.039
O 1.50616 1.10960 0.86374
C -0.80081 0.04554 1.89122
H -1.43694 0.16064 2.82526
N -0.73072 1.34937 1.23359
H 0.16906 0.36398 -2.66009
H 1.32920 -3.85220 -0.70583
C 0.51041 1.82114 0.82799
H -0.82344 -0.91439 -3.32098
H 0.09181 3.93988 1.51824
O -0.68228 -2.99382 -1.77183
H -1.57559 0.31769 -2.17208
C 0.95816 -2.98134 -0.04008
C -0.65607 -0.32696 -2.26718
H 1.59448 3.63372 0.59163
H 0.15486 3.59816 -0.27337
C -0.04426 -2.33854 -1.05187
N 0.01116 -0.89113 -1.19159
H 1.86544 -2.39157 -0.02914
C 0.52581 3.29452 0.70395
H 0.42610 -3.13275 0.98135
H 0.23795 -0.34250 -0.39519
H -1.62445 1.79742 0.96749
H -1.18284 -0.90690 1.32600
H 0.17683 -0.35957 2.14881

---

26
Properties=species:S:1:pos:R:3 method="wB97M-V/def2-TZVPD" total_charge=0 e_above_lowest_kcal_mol=0.0 max_force_ha_per_bohr=0.0783 smiles="CC(C)(C)SSCN(N)C(=O)O" total_energy_ha=-1293.3601 homo_lumo_gap_ev=9.3 spin_multiplicity=1 lumo_energy_ha=0.01852 homo_ev=-8.843
H 2.38475 1.66530 1.34317
H 0.39981 1.27581 -2.56126
N -3.14879 -0.76542 1.81835
C 1.30717 1.05295 -0.53094
H -3.23601 0.18522 1.42606
H 1.59551 -0.81995 0.44431
H 3.48239 1.33384 -0.21963
C 2.47019 1.76117 0.22281
H -0.08431 -1.81451 1.20081
S -0.20627 0.51042 2.11696
S -0.31704 1.40521 0.28426
C -2.01484 -1.53713 -0.29074
C -0.78125 -1.23840 1.74919
C 1.61502 -0.40792 -0.56891
C 1.25483 1.59370 -1.99354
H 2.49856 2.85912 -0.03056
H 2.25372 1.30562 -2.35786
O -3.21286 -1.35490 -0.88032
H -4.01725 -1.28583 1.71350
H 2.64057 -0.44699 -1.05028
H 1.36749 2.77795 -1.87325
N -2.04017 -1.34295 1.11308
H 0.92415 -0.89871 -1.24469
H -0.88591 -1.68844 2.73101
O -1.05192 -2.05749 -0.91704
H -3.19753 -2.06766 -1.64450

---

25
Properties=species:S:1:pos:R:3 method="wB97M-V/def2-TZVPD" total_charge=0 e_above_lowest_kcal_mol=54.3 max_force_ha_per_bohr=0.0737 total_energy_ha=-572.1576 homo_lumo_gap_ev=9.9 spin_multiplicity=1 lumo_energy_ha=0.01965 homo_ev=-9.400
H -0.04100 1.63951 2.45765
C -1.05510 -0.00487 -2.40873
C 2.13857 -0.11082 -0.14510
C -1.30883 1.77574 0.34904
H -1.78152 0.65219 -1.93991
H 1.77061 1.62522 1.78686
H -1.37947 2.61833 -0.22410
H -1.42578 -1.04219 -2.44856
H 0.97492 -0.42182 -1.88951
H 0.15227 -3.82142 0.99440
O 2.17611 -1.25668 -0.62932
H 0.65913 -1.89594 -0.25776
C 0.65067 0.56907 -0.40078
H -1.81002 0.94223 -0.13413
H -0.13721 -2.52599 2.01688
C 0.68785 1.91306 1.70870
N 0.03179 1.24693 0.54532
H -1.40062 -3.26955 1.04431
H 0.79017 2.94225 1.65766
N 0.16725 0.12129 -1.55129
C -0.42802 -2.90292 1.00133
O 2.92994 0.55289 0.41927
H -0.56956 0.38445 -3.42617
O -0.19178 -1.88256 0.09757
H -1.60037 2.15160 1.37638

---

24
Properties=species:S:1:pos:R:3 method="wB97M-V/def2-TZVPD" s2=2.013 total_charge=-1 e_above_lowest_kcal_mol=26.3 max_force_ha_per_bohr=0.0786 total_energy_ha=-520.4753 homo_lumo_gap_ev="2.9 / 6.8" spin_multiplicity=3 lumo_energy_ha="0.11518 / 0.11095" homo_ev="0.256 / -3.815"
H -0.50722 2.27295 0.79153
H -1.91522 -0.55118 -1.86400
C 1.45136 -2.12259 0.39419
Pt -1.93467 0.42613 -0.55011
C 2.60236 -1.32059 0.37166
H -2.68192 2.16436 -1.99273
H -2.09435 2.56913 1.13170
N -1.40299 1.83567 0.99504
H -2.57810 -0.63858 0.50947
N 3.82357 -1.85459 0.62611
H 3.31012 0.69974 0.03976
H 1.04290 1.59155 -0.53346
H 1.52157 -3.17599 0.62447
H -3.83032 1.92844 -0.48228
C 0.21531 -1.55756 0.10717
N 0.07942 -0.24259 -0.18976
H -1.31369 1.31663 1.86414
C -3.34832 1.55500 -1.36203
C 2.45114 0.04140 0.05965
H 3.93867 -2.84136 0.82721
H -0.71317 -2.14681 0.09803
H 4.66963 -1.30036 0.60817
H -3.98216 0.80865 -1.82862
C 1.19607 0.54257 -0.24530

---

26
Properties=species:S:1:pos:R:3 method="wB97M-V/def2-TZVPD" total_charge=0 e_above_lowest_kcal_mol=18.2 max_force_ha_per_bohr=0.0438 smiles="[H]/N=C(/N)NCCC[C@H](N)C(=O)O" total_energy_ha=-606.5449 homo_lumo_gap_ev=9.5 spin_multiplicity=1 lumo_energy_ha=0.01684 homo_ev=-9.034
H 2.53195 0.71132 1.50368
N -4.08899 1.11562 0.18600
H -1.33306 0.64568 -1.24893
N 3.43164 1.67048 -0.10271
C -1.36084 0.48179 -0.16197
H 3.52499 1.56253 -1.10631
C 2.51787 0.67505 0.39829
C 2.93602 -0.71461 -0.03815
N -4.66800 -1.02889 -0.45889
H -1.63140 1.43914 0.27553
C 0.00579 -0.00040 0.27581
H -0.02747 -0.19650 1.34206
H -3.72980 1.58985 1.01802
H 0.80046 1.94414 0.07461
O 2.49834 -1.73360 0.74496
H -2.18167 -1.39556 -0.15310
O 3.68472 -0.99670 -0.94258
H 0.16167 -0.95294 -0.23500
N -2.42129 -0.45132 0.17815
H 1.13771 0.94366 -1.30007
H 4.35585 1.49313 0.24327
H -5.08946 1.29608 0.19396
C 1.10909 0.94034 -0.16919
H -4.38493 -1.99187 -0.57402
C -3.76792 -0.22069 -0.06425
H 1.98700 -1.35645 1.48622

---

27
Properties=species:S:1:pos:R:3 method="wB97M-V/def2-TZVPD" total_charge=0 e_above_lowest_kcal_mol=161.2 max_force_ha_per_bohr=0.0741 total_energy_ha=-681.5351 homo_lumo_gap_ev="8.5 / 7.3" spin_multiplicity=1 lumo_energy_ha="-0.01811 / -0.01649" homo_ev="-9.034 / -7.719"
H -0.67202 -1.24773 -2.22866
N 1.77177 1.64822 -0.04874
H 2.62617 2.20551 -0.05184
H 1.41260 -1.38355 -0.47221
C -3.38074 0.07798 -1.07134
H -2.44604 1.58076 0.31333
H -0.74846 -2.01627 0.55121
N 1.12042 -1.17059 0.43731
C -0.96873 0.00511 -0.39275
N 2.05300 -0.00684 2.30010
H -0.37958 0.97527 -0.49600
H -2.73373 -0.04965 0.91257
O 3.38629 -0.48414 -0.85294
C -0.34670 -0.94301 0.63274
N 3.30049 -0.14175 0.33662
C 2.07906 -0.33842 1.02308
H -4.22038 -0.50408 -0.62718
H -1.31485 0.53706 -2.43777
H -3.81998 0.85007 -1.72709
O 4.18800 0.30248 1.01579
C -1.26917 -0.41280 -1.77319
H 1.41301 -0.36198 3.02187
H 1.77408 1.13120 -0.94931
O -2.67291 -0.80892 -1.79336
H 2.61203 0.75998 2.61846
H -0.35142 -0.68412 1.67877
C -2.41221 0.48020 0.08055

---

22
Properties=species:S:1:pos:R:3 method="wB97M-V/def2-TZVPD" total_charge=-1 e_above_lowest_kcal_mol=63.8 max_force_ha_per_bohr=0.1229 smiles=CC[C@@H](C)[C@@H](N)C[O-] total_energy_ha=-366.9000 homo_lumo_gap_ev=5.9 spin_multiplicity=1 lumo_energy_ha=0.14207 homo_ev=-2.084
H -1.63985 -1.96722 1.19414
H -0.94248 -0.21825 -0.84984
H 1.26847 0.43710 1.02844
C 0.24237 -2.78606 -1.30472
H -0.59919 -3.29106 -0.67474
H -0.25414 -1.16010 2.01176
H 1.11709 -3.36623 -1.72454
H -1.62657 -0.17972 1.30123
H 1.48382 -1.96598 0.30000
C 0.49457 0.71459 0.21252
H -0.28097 -2.30510 -2.14447
H 1.61053 -0.99551 -1.11400
O -0.97581 2.46072 0.16424
H 0.51239 2.01402 -1.29182
H 1.71118 2.08033 -0.19586
C -0.54011 1.73294 1.07254
C 0.82217 -1.62804 -0.51084
C -0.22592 -0.63619 -0.09314
C -1.01500 -1.14955 1.18019
N 1.14226 1.48914 -0.84167
H 0.14877 2.18896 1.77399
H -1.36685 1.13290 1.62424

---

22
Properties=species:S:1:pos:R:3 method="wB97M-V/def2-TZVPD" total_charge=-1 e_above_lowest_kcal_mol=208.3 max_force_ha_per_bohr=0.2034 total_energy_ha=-366.6697 homo_lumo_gap_ev=3.5 spin_multiplicity=1 lumo_energy_ha=0.02927 homo_ev=-2.668
H 0.41038 1.19508 2.14475
O -2.90338 0.49979 -1.23126
H -2.11691 2.41184 -1.02573
H -1.56391 -1.03643 -0.79801
C -0.00326 -1.29004 0.73988
H -1.52625 1.37894 -2.42257
C -1.88459 1.34397 -1.29543
C -0.81149 0.84131 -0.34730
H 0.19537 1.30063 -0.50405
N 3.27403 -0.15349 1.50541
C -0.57805 -0.63477 -0.50316
H 1.90345 -0.05859 3.19443
H 0.50638 -2.04617 -1.57521
H 1.68561 0.76616 1.44107
C 0.41817 -0.93549 -1.58761
H -0.05291 -0.70868 -2.47127
H -0.72492 -1.01502 1.55987
H 0.83692 -0.54743 0.88049
H 1.41536 -0.54740 -1.43750
H 0.48964 -2.22216 0.93070
C 2.20908 0.29398 2.21754
H -1.17869 1.16398 0.58494

---

22
Properties=species:S:1:pos:R:3 method="wB97M-V/def2-TZVPD" total_charge=-1 e_above_lowest_kcal_mol=25.0 max_force_ha_per_bohr=0.0388 smiles=CCNCCCC[O-] total_energy_ha=-366.9619 homo_lumo_gap_ev=6.5 spin_multiplicity=1 lumo_energy_ha=0.15292 homo_ev=-2.362
H -2.26577 1.52302 -2.30540
H 0.71570 1.20933 0.95698
H 1.50559 1.00800 2.38152
H -1.89598 -0.82523 -1.84508
C -0.86285 -0.97170 0.72939
H 3.24559 -0.01290 1.05857
H -0.42737 -1.77110 0.12531
H -1.75314 -1.37389 1.16698
C 0.06599 -0.62444 1.89282
H -0.20743 -0.68435 -1.70992
C 2.23120 -0.09843 0.57388
H -0.42405 1.79030 -2.13296
C -1.12225 -0.11675 -1.53475
H -1.06950 0.85795 -3.41454
H 2.12588 -1.22451 0.54721
C -1.26317 1.14603 -2.37531
N -1.27498 0.16942 -0.11227
C 1.11919 0.40704 1.54035
O 2.18833 0.58211 -0.59886
H -0.55082 -0.29300 2.74181
H 0.49066 -1.57158 2.21891
H -0.57083 0.87466 0.09535

---

22
Properties=species:S:1:pos:R:3 method="wB97M-V/def2-TZVPD" total_charge=+1 e_above_lowest_kcal_mol=59.5 max_force_ha_per_bohr=0.1003 smiles="[NH3+]CCCCCC=O" total_energy_ha=-366.6724 homo_lumo_gap_ev=9.0 spin_multiplicity=1 lumo_energy_ha=-0.14478 homo_ev=-12.914
C 1.40367 0.73749 -0.55608
H 1.71210 -1.30712 0.05841
N 0.69096 1.43509 1.88551
C -2.60869 -1.65562 -0.66716
H -0.46498 -2.35937 0.04407
H 0.98477 1.02543 -1.56609
O -3.14417 -1.41113 0.41143
H -2.82536 -2.50033 -1.36470
H -0.10923 0.78532 2.07325
H 1.98667 2.56181 0.39037
C 1.04886 1.85451 0.43249
H -1.10137 -1.15810 -2.11535
C -0.40541 -1.15484 -0.07816
H 0.08153 2.42264 0.02393
H 1.46488 0.97711 2.36597
C -1.55175 -0.80572 -1.07265
H 1.06446 -1.10787 -1.58693
C 0.97218 -0.76049 -0.55683
H -1.72537 0.25376 -1.04227
H 0.65676 2.34487 2.46528
H 2.44041 0.54197 -0.47796
H -0.57092 -0.71939 0.93346